1.
Entry from OMol25: 14 unconnected molecules or ions with the total composition C7H38O14 (the ωB97M-V functional and the def2-TZVPD basis).

Output
HOMO energy, eV: -7.774
LUMO energy, eV: 0.055

The geometry in ORCA input format:
```
! RIJCOSX wB97M-V def2-TZVPD def2/J DEFGRID3
* xyz 0 1
C -2.15 -0.19 -3.33
C -2.22 0.17 -1.84
C -0.84 0.12 -1.18
C -0.65 0.95 -0.14
C 0.32 0.86 0.92
C 1.55 0.31 0.89
O 2.29 0.00 -0.21
C 2.27 -0.09 2.14
H -1.23 0.12 -3.89
H -3.00 0.28 -3.84
H -2.29 -1.28 -3.36
H -2.74 1.13 -1.69
H -2.79 -0.65 -1.33
H -0.32 -0.73 -1.56
H -1.42 1.73 -0.08
H -0.02 1.22 1.92
H 1.97 0.59 -0.98
H 2.94 -0.89 1.78
H 1.52 -0.28 2.93
H 3.05 0.64 2.47
H 1.27 -2.84 4.07
H 0.06 -1.96 3.93
O 0.48 -2.58 4.55
H -0.41 -0.89 1.65
H -1.09 -2.20 1.41
O -0.75 -1.66 2.15
H 0.77 0.37 -3.00
H 1.58 -0.52 -4.00
O 1.09 -0.52 -3.17
H 0.66 -2.60 -2.24
H 0.72 -4.19 -1.98
O 0.21 -3.38 -1.89
H -2.25 -3.54 -0.33
H -0.91 -3.04 -0.72
O -1.69 -2.77 -0.14
H 1.21 -3.42 0.98
H 0.66 -3.36 2.23
O 1.52 -3.66 1.87
H 2.33 4.65 0.72
H 0.94 4.43 0.14
O 1.73 3.94 0.47
H -0.25 0.33 4.63
H -0.98 1.55 3.71
O -0.30 0.90 3.86
H 1.08 2.29 -0.94
H 2.17 2.61 -1.95
O 1.50 1.95 -1.74
H -1.45 4.53 0.09
H -0.86 4.64 -1.38
O -0.68 4.78 -0.43
H 2.39 -2.36 -0.74
H 3.16 -3.08 0.41
O 2.68 -3.23 -0.42
H -1.46 2.48 -2.18
H -1.56 3.47 -3.44
O -1.48 3.39 -2.49
H -3.36 0.87 1.81
H -2.37 -0.17 2.48
O -2.59 0.78 2.38
*
```


2.
Entry from OMol25: a molecular structure, C7H3Cl2CuO2Te (the ωB97M-V functional and the def2-TZVPD basis).

Output
HOMO energy, eV: 1.199
LUMO energy, eV: 4.142

The geometry in ORCA input format:
```
! RIJCOSX wB97M-V def2-TZVPD def2/J DEFGRID3
* xyz -2 1
Cu 2.19 -0.33 2.87
Cl -2.59 0.70 -3.08
C -1.43 0.22 -1.86
C -0.77 -1.01 -2.01
C 0.14 -1.42 -1.08
Cl 0.94 -2.95 -1.29
C 0.49 -0.64 0.11
O 1.33 -1.06 0.92
C -0.23 0.61 0.19
C -0.02 1.51 1.29
O 0.74 1.38 2.24
C -1.16 1.00 -0.78
H -0.98 -1.64 -2.87
H -0.65 2.44 1.24
H -1.66 1.96 -0.65
Te 3.64 -0.76 4.76
*
```


3.
Entry from OMol25: a molecular structure, C7H3ClCrF3NO4S4 (the ωB97M-V functional and the def2-TZVPD basis).

Output
HOMO energy (alpha / beta), eV: -5.017 / -4.984
⟨S²⟩: 3.83
LUMO energy (alpha / beta), eV: 2.590 / 2.315

The geometry in ORCA input format:
```
! RIJCOSX wB97M-V def2-TZVPD def2/J DEFGRID3
* xyz -1 4
Cr -0.29 -0.33 -0.04
F 1.38 -0.99 4.81
C 1.84 -2.12 4.26
F 3.00 -2.41 4.87
F 0.98 -3.10 4.59
C 2.02 -2.02 2.77
C 3.16 -2.53 2.19
C 3.35 -2.47 0.81
C 2.37 -1.87 0.05
N 1.26 -1.39 0.61
C 1.03 -1.45 1.94
S -0.51 -0.80 2.36
H 3.91 -2.98 2.82
H 4.23 -2.87 0.34
H 2.43 -1.78 -1.02
O -1.29 2.34 1.65
Cl -0.85 2.23 0.30
O -0.87 3.48 -0.38
O 0.52 1.63 0.26
O -1.66 1.21 -0.42
S -0.66 -3.00 -3.62
C -0.63 -1.94 -2.37
S -1.39 -2.23 -0.82
S 0.27 -0.45 -2.34
*
```


4.
Entry from OMol25: a gas-phase ion, C7H3O2S (charge -1) (the ωB97M-V functional and the def2-TZVPD basis).

Output
HOMO energy (alpha / beta), eV: -3.490 / -3.491
SMILES: O=C=C=C[C@H]1C(=C=O)[C@H]1[S-]
LUMO energy (alpha / beta), eV: 2.261 / 2.262

The geometry in ORCA input format:
```
! RIJCOSX wB97M-V def2-TZVPD def2/J DEFGRID3
* xyz -1 1
C -1.16 1.13 0.00
C -0.42 1.91 1.16
C 0.07 1.91 -0.31
C -3.21 0.08 -0.91
C -2.51 1.16 -0.50
C 1.27 1.86 -0.78
C -3.51 -1.11 -1.04
O -3.88 -2.21 -1.30
O 2.31 2.02 -1.36
S -1.15 3.26 1.96
H -0.89 0.04 0.03
H 0.11 1.27 1.82
H -2.74 2.26 -0.42
*
```


no.,DFT total energy (eV)
1,-36539.8568
2,-88380.9612
3,-109423.5119
4,-22234.0985